Here is a single C18H29N5OS molecule in a non-equilibrium geometry from OMol25. Energies are from ωB97M-V with the def2-TZVPD basis set.

Properties
E_HOMO in eV: -8.629
SMILES: Nn1c(SCC(=O)NCCC2=CCCCC2)nnc1C1CCCCC1

```
! RIJCOSX wB97M-V def2-TZVPD def2/J DEFGRID3
* xyz 0 1
N 1.058 1.766 -2.640
N 0.967 1.756 -1.256
C -0.008 2.288 -0.459
S -1.383 3.102 -1.139
C -2.319 3.471 0.373
C -3.075 2.248 0.897
O -4.244 2.064 0.630
N -2.329 1.456 1.680
C -2.842 0.257 2.300
C -2.009 -0.986 1.953
C -2.221 -1.444 0.535
C -3.126 -2.364 0.230
C -3.415 -2.844 -1.159
C -2.798 -1.929 -2.212
C -1.366 -1.590 -1.814
C -1.384 -0.780 -0.522
N 0.266 2.054 0.796
N 1.420 1.357 0.836
C 1.850 1.173 -0.377
C 3.050 0.434 -0.844
C 4.329 0.912 -0.145
C 4.343 0.525 1.330
C 4.190 -0.984 1.487
C 2.882 -1.437 0.847
C 2.867 -1.077 -0.634
H 1.106 2.725 -2.982
H 0.231 1.329 -3.044
H -1.612 3.861 1.104
H -3.038 4.235 0.077
H -1.330 1.642 1.760
H -2.838 0.397 3.387
H -3.873 0.132 1.962
H -0.954 -0.757 2.123
H -2.302 -1.782 2.639
H -3.704 -2.832 1.016
H -3.018 -3.859 -1.269
H -4.497 -2.906 -1.302
H -3.378 -1.006 -2.276
H -2.821 -2.413 -3.190
H -0.870 -1.025 -2.608
H -0.805 -2.513 -1.657
H -1.802 0.212 -0.723
H -0.367 -0.644 -0.145
H 3.129 0.633 -1.919
H 4.419 1.996 -0.247
H 5.182 0.454 -0.651
H 3.514 1.022 1.835
H 5.278 0.859 1.785
H 5.030 -1.493 1.007
H 4.197 -1.249 2.545
H 2.053 -0.937 1.350
H 2.755 -2.516 0.963
H 1.930 -1.401 -1.094
H 3.684 -1.592 -1.142
*
```

From a Löwdin analysis of the wavefunction, the atomic charges in e read: N 0.1133; N -0.0908; C -0.6410; S 0.9843; C -0.3500; C -0.5803; O 0.0495; N 0.0602; C -0.1571; C -0.1326; C -0.2374; C -0.0548; C -0.1935; C -0.1996; C -0.1949; C -0.1569; N 0.0121; N 0.0904; C -0.2663; C -0.2505; C -0.1528; C -0.2053; C -0.2004; C -0.2030; C -0.1479; H 0.1027; H 0.0923; H 0.0819; H 0.0839; H 0.0943; H 0.1203; H 0.1233; H 0.1099; H 0.1135; H 0.1108; H 0.1135; H 0.1099; H 0.1196; H 0.1073; H 0.0974; H 0.1189; H 0.0950; H 0.0969; H 0.1311; H 0.1157; H 0.1171; H 0.0937; H 0.1087; H 0.1117; H 0.1083; H 0.0930; H 0.1103; H 0.1052; H 0.1191